[1]
{
  "formula": "C3H3O3",
  "method": "the ωB97M-V functional and the def2-TZVPD basis",
  "species": ["C", "C", "C", "O", "O", "O", "H", "H", "H"],
  "positions_angstrom": [[1.837, -1.366, 0.776], [-0.517, -0.238, 0.408], [-0.619, 0.767, -0.477], [2.780, -2.058, 0.835], [-1.747, 1.291, -0.828], [0.905, -0.627, 0.562], [-1.180, -0.868, 1.041], [0.360, 1.004, -1.090], [-1.818, 2.095, -1.225]],
  "nbo_charge": [1.1435, -0.0303, 0.2099, -0.3098, -0.6133, -0.4171, 0.2768, 0.2162, 0.5240],
  "charge": 1,
  "e_above_lowest_kj_mol": 177.2,
  "orbital_gap_ha": 0.3756
}



[2]
{
  "formula": "C16H39Br2Cl3KN3NaO11S2",
  "method": "the ωB97M-V functional and the def2-TZVPD basis",
  "species": ["C", "C", "Br", "C", "O", "S", "O", "O", "N", "H", "H", "H", "H", "H", "H", "H", "H", "Na", "C", "O", "H", "H", "H", "H", "C", "Cl", "Cl", "Cl", "H", "Br", "C", "C", "O", "H", "H", "H", "H", "H", "C", "C", "C", "C", "N", "H", "H", "H", "H", "H", "H", "H", "C", "C", "O", "S", "O", "O", "O", "H", "H", "H", "H", "K", "C", "O", "N", "C", "C", "H", "H", "H", "H", "H", "H", "H", "O", "H", "H", "H"],
  "positions_angstrom": [[-0.612, 2.166, 0.140], [-1.460, 2.958, 1.168], [-0.239, 3.774, 2.494], [-2.350, 4.064, 0.550], [-2.795, 3.799, -0.809], [-3.800, 2.403, -0.875], [-3.844, 2.129, -2.276], [-5.326, 2.786, -0.285], [-5.551, 2.201, 0.974], [0.286, 1.705, 0.575], [-0.322, 2.862, -0.664], [-1.197, 1.341, -0.301], [-2.102, 2.248, 1.707], [-1.776, 5.065, 0.564], [-3.267, 4.203, 1.239], [-5.155, 1.263, 1.034], [-5.125, 2.783, 1.692], [1.719, 2.021, 3.438], [-1.829, 4.896, -4.380], [-3.147, 4.386, -4.486], [-1.717, 5.732, -5.067], [-1.652, 5.242, -3.356], [-1.108, 4.115, -4.637], [-3.223, 3.650, -3.870], [1.988, -2.131, 6.503], [2.908, -1.489, 5.083], [2.998, -2.155, 7.994], [0.505, -1.172, 6.751], [1.697, -3.160, 6.288], [3.341, -3.437, 9.985], [-6.082, 4.026, -5.978], [-7.200, 3.399, -6.848], [-7.236, 4.031, -8.020], [-6.267, 5.086, -5.786], [-6.035, 3.515, -5.001], [-5.102, 3.927, -6.447], [-8.120, 3.435, -6.215], [-6.980, 2.303, -6.861], [4.593, -3.973, 2.118], [4.272, -3.944, 0.627], [4.619, -2.604, -0.032], [3.848, -1.513, 0.595], [3.242, -0.681, 1.084], [4.009, -3.235, 2.672], [4.358, -4.951, 2.538], [5.653, -3.775, 2.296], [3.210, -4.157, 0.487], [4.828, -4.738, 0.126], [4.386, -2.635, -1.098], [5.686, -2.392, 0.075], [0.042, 1.828, -8.226], [-0.266, 2.451, -6.881], [0.871, 2.139, -6.065], [2.190, 2.095, -6.988], [2.855, 3.345, -6.882], [2.853, 0.862, -6.757], [1.450, 2.036, -8.413], [-0.146, 0.752, -8.217], [-0.522, 2.286, -9.033], [-1.176, 2.055, -6.438], [-0.341, 3.538, -6.955], [-3.806, 5.804, -0.026], [0.292, -5.585, 7.207], [1.116, -4.704, 7.033], [0.577, -6.807, 7.677], [-0.444, -7.818, 7.867], [1.959, -7.123, 8.009], [-0.778, -5.439, 6.988], [-0.472, -8.111, 8.918], [-0.207, -8.692, 7.255], [-1.422, -7.436, 7.578], [2.317, -6.430, 8.773], [2.581, -7.008, 7.120], [2.033, -8.144, 8.376], [7.759, -0.538, 0.135], [8.447, -0.123, -0.445], [6.842, -0.346, -0.196], [7.867, -0.257, 1.082]],
  "mulliken_charge": [-0.9007, 0.1041, -0.1636, -0.9323, -0.3596, 0.6455, -0.5128, -0.2080, -0.3723, 0.2508, 0.3001, 0.3158, 0.3305, 0.5740, 0.4433, 0.2944, 0.2523, 0.6992, -0.3054, -0.3120, 0.2779, 0.0971, 0.0534, 0.2129, 0.3435, -0.2472, -0.0649, -0.2365, 0.0931, -0.6827, -0.6081, -0.2973, -0.7161, 0.2898, 0.1205, 0.1786, 0.1833, 0.1791, -1.0018, -0.5039, -0.3117, 0.2361, -0.3076, 0.2453, 0.3295, 0.2770, 0.3151, 0.3317, 0.2817, 0.1205, -0.3230, -0.3250, -0.2801, 1.0896, -0.5459, -0.5362, -0.3141, 0.2815, 0.3219, 0.3627, 0.2679, 1.0509, 0.0854, -0.6654, 0.1390, -0.9175, -0.8603, 0.2739, 0.3390, 0.3364, 0.2934, 0.2585, 0.2620, 0.3612, -0.7115, 0.5182, 0.4381, 0.4673],
  "charge": 1,
  "orbital_gap_ha": 0.0313
}



[3]
{
  "formula": "C4H16NO2S",
  "method": "the ωB97M-V functional and the def2-TZVPD basis",
  "species": ["C", "C", "C", "S", "C", "N", "H", "H", "H", "H", "H", "H", "H", "H", "H", "H", "H", "H", "H", "H", "O", "H", "H", "O"],
  "positions_angstrom": [[0.890, 2.231, -0.860], [2.088, -3.580, -2.078], [1.089, -3.972, -1.206], [0.295, -1.240, -0.031], [0.744, -0.674, 1.632], [0.632, 3.004, 0.320], [0.064, 2.535, -1.605], [0.726, 1.113, -0.735], [2.860, -4.233, -2.362], [2.143, -2.550, -2.399], [1.187, -4.780, -0.435], [0.158, -3.329, -1.037], [0.701, 0.434, 1.767], [1.820, -0.959, 1.695], [0.100, -1.164, 2.373], [-0.237, 2.954, 0.753], [1.817, 2.526, -1.241], [1.410, 3.314, 0.928], [-2.247, -0.952, -0.153], [-3.523, -0.412, -0.649], [-2.921, -0.220, 0.035], [-3.375, 2.596, 1.427], [-3.514, 4.078, 1.981], [-2.906, 3.280, 1.881]],
  "nbo_charge": [-0.3848, -0.2612, -0.3637, 0.3757, -0.8210, -0.6946, 0.2380, 0.1730, 0.2211, 0.2109, 0.2385, 0.1961, 0.3037, 0.2667, 0.2684, 0.4013, 0.2308, 0.3987, 0.4622, 0.4720, -0.9328, 0.4786, 0.4887, -0.9663],
  "charge": 1,
  "e_above_lowest_kj_mol": 667.7,
  "orbital_gap_ha": 0.1618
}



[4]
{
  "formula": "C18H17Cl2N3O3",
  "method": "the ωB97M-V functional and the def2-TZVPD basis",
  "species": ["C", "C", "C", "C", "C", "C", "C", "C", "C", "C", "C", "O", "N", "N", "C", "O", "N", "C", "C", "C", "Cl", "C", "C", "Cl", "C", "O", "H", "H", "H", "H", "H", "H", "H", "H", "H", "H", "H", "H", "H", "H", "H", "H", "H"],
  "positions_angstrom": [[-9.742, -1.764, 1.424], [-8.568, -0.821, 1.651], [-8.729, 0.477, 0.863], [-7.537, 1.421, 1.061], [-6.320, 0.854, 0.529], [-5.336, 0.338, 0.064], [-4.179, -0.245, -0.471], [-3.976, -1.519, -0.954], [-2.635, -1.572, -1.369], [-2.100, -0.331, -1.115], [-0.754, 0.168, -1.372], [0.127, -0.529, -1.857], [-0.579, 1.457, -0.985], [0.550, 2.247, -1.211], [1.843, 2.058, -0.726], [2.544, 3.027, -0.550], [2.178, 0.748, -0.571], [3.387, 0.238, -0.121], [4.375, 1.030, 0.458], [5.540, 0.432, 0.905], [6.763, 1.413, 1.620], [5.754, -0.933, 0.798], [4.757, -1.702, 0.219], [4.992, -3.405, 0.069], [3.582, -1.140, -0.240], [-3.042, 0.479, -0.567], [-9.823, -2.026, 0.371], [-9.612, -2.680, 1.996], [-10.674, -1.297, 1.733], [-8.488, -0.590, 2.716], [-7.640, -1.310, 1.346], [-9.638, 0.989, 1.185], [-8.831, 0.246, -0.200], [-7.396, 1.623, 2.127], [-7.728, 2.374, 0.557], [-4.704, -2.302, -0.999], [-2.114, -2.401, -1.801], [-1.341, 1.909, -0.493], [0.334, 3.220, -1.387], [1.561, 0.074, -1.037], [4.234, 2.095, 0.541], [6.667, -1.381, 1.152], [2.819, -1.755, -0.691]],
  "nbo_charge": [-0.5997, -0.3982, -0.3729, -0.4882, 0.1073, -0.1087, 0.2378, -0.2742, -0.2111, 0.1456, 0.6176, -0.6292, -0.4311, -0.4781, 0.7825, -0.6253, -0.6559, 0.2675, -0.2967, -0.0072, 0.0168, -0.2919, 0.0046, 0.0122, -0.3054, -0.3903, 0.2020, 0.2116, 0.2013, 0.1950, 0.2040, 0.2054, 0.2038, 0.2334, 0.2401, 0.2394, 0.2473, 0.4092, 0.4052, 0.4387, 0.2651, 0.2388, 0.2320],
  "charge": 0,
  "e_above_lowest_kj_mol": 343.0,
  "orbital_gap_ha": 0.3112,
  "smiles": "CCCCC#Cc1ccc(C(=O)NNC(=O)Nc2cc(Cl)cc(Cl)c2)o1"
}



[5]
{
  "formula": "C26H90O23S",
  "method": "the ωB97M-V functional and the def2-TZVPD basis",
  "species": ["C", "C", "C", "C", "C", "C", "C", "O", "S", "O", "O", "C", "O", "O", "H", "H", "H", "H", "H", "H", "H", "H", "H", "H", "H", "H", "H", "H", "H", "H", "H", "H", "C", "O", "H", "H", "H", "H", "C", "O", "H", "H", "H", "H", "C", "O", "H", "H", "H", "H", "C", "O", "H", "H", "H", "H", "C", "O", "H", "H", "H", "H", "C", "O", "H", "H", "H", "H", "C", "O", "H", "H", "H", "H", "C", "O", "H", "H", "H", "H", "C", "O", "H", "H", "H", "H", "C", "O", "H", "H", "H", "H", "C", "O", "H", "H", "H", "H", "C", "O", "H", "H", "H", "H", "C", "O", "H", "H", "H", "H", "C", "O", "H", "H", "H", "H", "C", "O", "H", "H", "H", "H", "C", "O", "H", "H", "H", "H", "C", "O", "H", "H", "H", "H", "C", "O", "H", "H", "H", "H"],
  "positions_angstrom": [[0.571, -0.941, 1.855], [0.390, 0.581, 1.824], [-0.431, 1.120, 0.654], [0.421, 1.538, -0.525], [1.126, 0.296, -1.074], [1.353, 0.213, -2.581], [1.613, -1.233, -2.976], [0.490, -1.952, -3.583], [-0.945, -1.655, -2.987], [-1.800, -2.414, -3.826], [-0.852, -2.535, -1.592], [-2.050, -2.296, -0.916], [-1.896, -2.888, 0.342], [-3.115, -2.674, 1.021], [1.401, -1.189, 1.219], [-0.302, -1.436, 1.453], [0.751, -1.304, 2.848], [1.375, 1.020, 1.832], [-0.090, 0.906, 2.734], [-0.966, 1.991, 1.011], [-1.185, 0.411, 0.343], [1.170, 2.202, -0.143], [-0.176, 1.984, -1.307], [2.105, 0.238, -0.625], [0.619, -0.590, -0.741], [0.572, 0.676, -3.166], [2.256, 0.763, -2.797], [2.012, -1.758, -2.121], [2.390, -1.257, -3.717], [-2.915, -2.704, -1.426], [-2.164, -1.222, -0.776], [-3.301, -1.716, 1.033], [3.189, -4.214, -4.798], [4.093, -3.175, -4.409], [2.216, -3.770, -4.988], [3.546, -4.705, -5.705], [3.091, -4.952, -3.997], [4.946, -3.592, -4.240], [5.282, -4.110, -8.266], [4.685, -5.279, -7.712], [5.048, -3.283, -7.600], [6.369, -4.214, -8.338], [4.881, -3.889, -9.257], [4.884, -6.020, -8.296], [4.181, 3.483, 1.071], [3.354, 2.336, 0.878], [3.549, 4.360, 0.963], [4.618, 3.471, 2.073], [4.978, 3.522, 0.324], [3.913, 1.556, 0.970], [-5.272, -1.189, 3.703], [-3.982, -1.805, 3.651], [-5.215, -0.358, 4.400], [-5.565, -0.807, 2.721], [-6.027, -1.894, 4.046], [-4.036, -2.545, 3.033], [3.204, -0.676, 5.404], [3.047, -0.499, 4.000], [2.272, -0.373, 5.872], [3.397, -1.722, 5.653], [4.016, -0.057, 5.797], [3.865, -0.771, 3.569], [2.659, -4.155, -0.163], [3.558, -3.110, 0.194], [1.686, -3.710, -0.359], [3.012, -4.658, -1.064], [2.557, -4.880, 0.651], [4.418, -3.520, 0.347], [-2.644, -5.781, 2.009], [-3.903, -6.462, 1.988], [-2.516, -5.356, 3.000], [-1.826, -6.479, 1.811], [-2.631, -4.986, 1.270], [-4.020, -6.836, 1.108], [5.923, -6.097, -2.164], [5.313, -5.600, -0.974], [6.432, -5.268, -2.648], [6.652, -6.876, -1.932], [5.165, -6.500, -2.841], [4.864, -6.338, -0.547], [-0.243, 3.565, 4.998], [-0.407, 3.737, 3.594], [-1.168, 3.875, 5.475], [-0.047, 2.519, 5.247], [0.576, 4.181, 5.379], [0.412, 3.471, 3.158], [-3.343, 4.771, 1.757], [-2.533, 5.864, 2.182], [-4.341, 5.157, 1.565], [-2.948, 4.327, 0.839], [-3.401, 4.004, 2.531], [-1.650, 5.506, 2.358], [-5.203, -3.492, -4.300], [-4.519, -2.303, -4.653], [-6.260, -3.339, -4.503], [-4.855, -4.346, -4.889], [-5.084, -3.724, -3.235], [-3.577, -2.439, -4.471], [6.664, -1.466, -5.757], [7.715, -2.367, -5.396], [6.720, -0.610, -5.091], [6.785, -1.122, -6.788], [5.693, -1.948, -5.646], [7.667, -3.126, -5.988], [-1.459, -3.361, 4.859], [-1.062, -2.015, 5.095], [-0.817, -3.995, 5.467], [-2.497, -3.524, 5.145], [-1.330, -3.632, 3.806], [-1.630, -1.448, 4.558], [-0.082, 5.866, -0.054], [0.788, 5.275, 0.912], [-0.646, 5.081, -0.547], [-0.777, 6.547, 0.441], [0.495, 6.410, -0.803], [1.279, 5.991, 1.333], [-2.684, 7.320, -3.062], [-1.581, 6.479, -2.739], [-2.667, 8.155, -2.367], [-2.605, 7.708, -4.081], [-3.634, 6.791, -2.953], [-1.588, 5.734, -3.350], [0.980, 8.656, 2.251], [2.200, 7.930, 2.443], [0.240, 7.969, 1.852], [0.620, 9.052, 3.203], [1.129, 9.473, 1.542], [2.849, 8.550, 2.793], [-7.859, -2.748, 1.416], [-8.219, -2.484, 2.770], [-7.729, -1.788, 0.924], [-6.921, -3.308, 1.354], [-8.642, -3.305, 0.897], [-8.338, -3.332, 3.212], [-5.324, 7.663, 4.042], [-4.306, 6.700, 4.256], [-6.028, 7.589, 4.868], [-4.919, 8.680, 4.022], [-5.864, 7.477, 3.107], [-3.674, 6.758, 3.524]],
  "mulliken_charge": [-1.0725, -0.1732, -0.1408, -0.5438, 0.9285, -1.4454, -0.2685, -0.3648, 0.6871, -0.7667, -0.0755, -0.8575, -0.3717, -0.2471, 0.2648, 0.1189, 0.5157, 0.1162, 0.2978, 0.1537, -0.1872, 0.0415, 0.4281, 0.1081, -0.3184, 0.4749, 0.4871, 0.1089, 0.4835, 0.5792, 0.3307, 0.2772, -0.4930, -0.4145, 0.2716, 0.1905, 0.1951, 0.2215, -0.4045, -0.4928, 0.0760, 0.2364, 0.3164, 0.2822, -0.6283, -0.2821, 0.1057, 0.2843, 0.2936, 0.2178, -0.6024, -0.3362, 0.2603, 0.2091, 0.2702, 0.2335, -0.6317, -0.3361, 0.1934, 0.2787, 0.2945, 0.2297, -0.1384, -0.4787, -0.0509, 0.0481, 0.4021, 0.2731, 0.1002, -0.5689, 0.0137, 0.3929, -0.1261, 0.3056, -0.5499, -0.4604, 0.1572, 0.2980, 0.2658, 0.2779, -0.6694, -0.2302, 0.2566, 0.2188, 0.3046, 0.1635, -0.5653, -0.5662, 0.2887, 0.2597, 0.2570, 0.2214, -0.5001, -0.4830, 0.2375, 0.2397, 0.1814, 0.4762, -0.2479, -0.5137, 0.2548, 0.2794, -0.0208, 0.2973, -0.4728, -0.4867, 0.3799, 0.2642, 0.0616, 0.2522, -0.6838, -0.2900, 0.1906, 0.2428, 0.3847, 0.1419, -0.5815, -0.4285, 0.2161, 0.2715, 0.2703, 0.2608, -0.2778, -0.5089, -0.0209, 0.2768, 0.2775, 0.2882, -0.5057, -0.5026, 0.2309, 0.1764, 0.3167, 0.2966, -0.5437, -0.4321, 0.2340, 0.2473, 0.2318, 0.3129],
  "charge": 0,
  "e_above_lowest_kj_mol": 0.0,
  "orbital_gap_ha": 0.3678
}